[1]
C25H40N3O5P2Pt as an isolated structure in a non-equilibrium geometry, computed with ωB97M-V/def2-TZVPD.

```
! RIJCOSX wB97M-V def2-TZVPD def2/J DEFGRID3
* xyz 1 5
C -2.74 1.36 -2.81
C -1.68 1.32 -1.88
N -1.81 0.46 -0.80
C -2.83 -0.40 -0.70
C -3.81 -0.46 -1.68
C -3.80 0.48 -2.71
C -0.53 2.11 -2.00
P 0.82 1.87 -0.87
Pt -0.28 0.55 0.69
P -1.90 -0.62 1.89
C -2.86 -1.34 0.50
C 0.99 1.25 2.25
C 2.36 1.33 2.05
C 3.20 1.70 3.10
C 2.66 1.98 4.36
C 1.28 1.93 4.55
C 0.44 1.57 3.48
O -3.29 6.76 -1.33
O -0.92 6.03 3.79
H -2.65 2.09 -3.62
H -4.57 -1.23 -1.59
H -4.60 0.49 -3.45
C 2.24 1.20 -1.79
C 1.37 3.50 -0.33
H -3.89 -1.51 0.84
H -2.42 -2.32 0.25
H -2.49 6.72 -1.85
H -0.44 2.73 -2.89
C -1.46 -1.97 2.99
C -3.13 0.36 2.78
H 2.77 1.06 1.07
H 4.28 1.73 2.93
H 3.32 2.24 5.19
H 0.83 2.14 5.52
H -0.64 1.52 3.61
H -0.97 2.05 0.76
H -0.43 5.31 3.35
H -1.81 5.95 3.45
H -3.26 5.96 -0.77
H -1.25 1.74 1.50
H 2.58 1.97 -2.50
H 3.05 0.93 -1.11
H 1.91 0.31 -2.34
H 1.56 4.10 -1.23
H 0.61 3.98 0.28
H 2.29 3.39 0.26
H -3.93 -0.32 3.10
H -2.66 0.82 3.65
H -3.55 1.14 2.12
H -2.30 -2.18 3.67
H -1.22 -2.87 2.41
H -0.56 -1.68 3.56
C 3.05 -3.75 -3.58
C 2.35 -2.64 -2.81
C 1.52 -3.08 -1.58
C 0.46 -4.18 -1.91
C -0.38 -3.88 -3.14
C 2.44 -3.63 -0.48
O 3.27 -4.52 -0.66
N 2.31 -3.08 0.78
C 1.53 -2.00 1.19
O 1.53 -1.67 2.37
N 0.79 -1.40 0.20
C 0.76 -1.83 -1.08
O 0.11 -1.19 -1.93
H 3.62 -4.38 -2.89
H 3.73 -3.29 -4.30
H 2.33 -4.36 -4.14
H 3.10 -1.92 -2.44
H 1.69 -2.08 -3.48
H 0.99 -5.14 -2.01
H -0.19 -4.27 -1.02
H 0.15 -4.14 -4.06
H -1.30 -4.48 -3.10
H -0.64 -2.82 -3.16
H 2.89 -3.47 1.52
*
```

As for the energy: -63096.399 eV. Its energy relative to the best compared isomer or geometry (same formula, charge and spin) is 3.6 kcal per mole. As for the expectation value of S²: 6.07. As for the molar mass: 719.6 g mol⁻¹. The value obtained for the HOMO energy (alpha / beta) is -8.01 / -11.69 eV.

Atomic partial charges in e from the Löwdin method, atoms 1 to 4:
1 C 0.01
2 C -0.33
3 N -0.07
4 C -0.30

=====

[2]
A 7-piece molecular cluster, C25H40N4O9 overall in a non-equilibrium geometry, computed with ωB97M-V/def2-TZVPD.

```
! RIJCOSX wB97M-V def2-TZVPD def2/J DEFGRID3
* xyz 0 1
O 1.88 -4.24 2.18
C 0.78 -4.62 2.41
O -0.33 -4.25 1.73
C -1.48 -4.60 2.50
C -0.94 -5.66 3.48
O 0.47 -5.57 3.33
H -1.90 -3.72 2.99
H -2.24 -5.01 1.83
H -1.25 -6.68 3.27
H -1.27 -5.43 4.49
O 1.44 0.23 3.85
C 1.83 -0.41 4.77
O 2.62 0.05 5.76
C 2.86 -0.95 6.73
C 2.00 -2.15 6.25
O 1.51 -1.71 4.98
H 3.92 -1.16 6.84
H 2.46 -0.65 7.70
H 1.17 -2.37 6.92
H 2.61 -3.03 6.07
O 1.20 1.08 -1.77
C 0.86 0.34 -0.91
O 1.69 -0.19 0.02
C 0.95 -1.11 0.87
C -0.40 -1.18 0.18
O -0.40 -0.07 -0.68
H 1.44 -2.09 0.85
H 1.02 -0.77 1.89
H -1.27 -1.04 0.83
H -0.61 -2.15 -0.29
C 3.64 4.77 -0.61
C 2.93 3.55 -1.21
C 3.50 3.09 -2.55
C 3.39 4.11 -3.59
N 3.31 4.91 -4.41
H 3.93 5.50 -1.37
H 4.55 4.51 -0.06
H 3.00 5.24 0.14
H 1.89 3.85 -1.35
H 2.89 2.73 -0.50
H 2.93 2.22 -2.87
H 4.54 2.78 -2.46
C -0.13 2.24 -5.79
C -0.58 1.98 -4.36
C -2.03 2.37 -4.07
C -2.26 3.81 -4.14
N -2.43 4.95 -4.21
H 0.93 1.98 -5.89
H -0.26 3.27 -6.12
H -0.67 1.64 -6.53
H 0.11 2.50 -3.69
H -0.52 0.91 -4.17
H -2.33 2.02 -3.08
H -2.66 1.89 -4.82
C 0.84 -2.72 -2.75
C -0.27 -3.76 -2.77
C -0.81 -3.94 -4.20
C -1.21 -2.67 -4.81
N -1.51 -1.67 -5.29
H 1.18 -2.49 -1.73
H 0.59 -1.73 -3.14
H 1.72 -3.03 -3.32
H -1.11 -3.42 -2.16
H 0.18 -4.68 -2.44
H -1.68 -4.60 -4.20
H -0.04 -4.37 -4.84
C -3.76 1.62 1.53
C -3.06 2.41 2.63
C -3.85 3.66 3.01
C -5.17 3.37 3.55
N -6.19 3.10 3.99
H -4.10 2.21 0.68
H -4.61 1.08 1.96
H -3.11 0.81 1.16
H -2.06 2.70 2.30
H -3.03 1.80 3.53
H -3.93 4.36 2.17
H -3.30 4.23 3.77
*
```

As for the energy: -50960.779 eV. As for the molar mass: 540.6 g mol⁻¹. The value obtained for the HOMO energy is -10.80 eV.

Atomic partial charges in e from the Löwdin method, atoms 1 to 4:
1 O 0.17
2 C -0.56
3 O 0.04
4 C -0.10

=====

[3]
C25H40N5O4S2Si2Ti as an isolated structure, computed with ωB97M-V/def2-TZVPD.

```
! RIJCOSX wB97M-V def2-TZVPD def2/J DEFGRID3
* xyz -1 1
Ti 0.53 0.57 0.74
C 3.45 2.79 -1.11
C 2.78 1.67 -0.35
N 1.53 1.22 -0.80
N 1.41 0.80 -2.12
C 0.98 -0.46 -2.32
N 0.60 -0.77 -3.59
S 0.97 -1.59 -1.08
C 3.18 1.19 0.87
C 4.37 1.62 1.59
C 4.82 0.88 2.62
C 4.11 -0.29 3.05
C 2.90 -0.54 2.48
N 2.37 0.21 1.48
H 2.71 3.56 -1.36
H 4.24 3.25 -0.53
H 3.88 2.43 -2.05
H 1.12 1.50 -2.78
H 0.26 -0.02 -4.17
H 0.06 -1.62 -3.65
H 4.89 2.51 1.28
H 5.72 1.18 3.14
H 4.47 -0.91 3.85
H 2.28 -1.35 2.84
C -5.25 1.83 5.56
C -3.95 2.20 4.89
C -3.85 3.32 4.08
C -2.66 3.64 3.44
C -1.56 2.82 3.61
C -1.63 1.70 4.44
C -2.82 1.40 5.07
S -0.06 3.09 2.69
O 0.99 2.42 3.41
O 0.03 4.52 2.46
N -0.30 2.30 1.33
C -1.09 2.94 0.27
C -1.39 1.90 -0.82
O -1.86 2.28 -1.89
O -1.10 0.68 -0.52
H -6.06 2.49 5.25
H -5.16 1.90 6.65
H -5.53 0.81 5.32
H -4.72 3.96 3.94
H -2.57 4.52 2.82
H -0.75 1.09 4.57
H -2.89 0.53 5.71
H -0.55 3.77 -0.18
H -2.04 3.32 0.64
C -1.30 -3.60 3.77
Si -1.33 -3.58 1.89
C -2.63 -4.83 1.31
C 0.35 -4.22 1.33
C -1.61 -1.85 1.22
Si -3.37 -1.21 1.38
C -3.60 0.65 1.29
C -4.15 -1.71 3.04
C -4.41 -1.96 0.01
H -0.94 -4.56 4.13
H -2.29 -3.43 4.22
H -0.63 -2.83 4.15
H -2.38 -5.82 1.68
H -2.67 -4.87 0.22
H -3.63 -4.58 1.68
H 1.15 -3.84 1.97
H 0.37 -5.31 1.38
H 0.57 -3.92 0.30
H -1.46 -1.92 0.13
H -2.80 1.18 1.81
H -4.55 0.93 1.76
H -3.61 0.98 0.26
H -3.57 -1.32 3.88
H -4.23 -2.79 3.16
H -5.15 -1.29 3.11
H -4.03 -1.62 -0.96
H -5.45 -1.64 0.09
H -4.39 -3.05 0.01
C -0.51 -0.94 1.82
H 0.31 -1.54 2.26
H -0.90 -0.31 2.63
*
```

As for the energy: -102761.625 eV. Its energy relative to the best compared isomer or geometry (same formula, charge and spin) is 0.0 kcal per mole. As for the molar mass: 642.8 g mol⁻¹. The value obtained for the HOMO energy is -3.52 eV.

Atomic partial charges in e from the Löwdin method, atoms 1 to 4:
1 Ti 0.99
2 C -0.04
3 C -0.31
4 N -0.18